(1)
Here is a 8-piece molecular cluster, H14O6S2 overall from OMol25. Energies are from ωB97M-V with the def2-TZVPD basis set.

- ΔE to the lowest compared entry with this formula, charge and spin (eV) = 7.026
- LUMO energy (eV) = -6.45

Element x y z (Å)
S: -1.863392 1.579412 -1.468753
S: 2.832496 -0.281474 -0.263125
H: -2.927962 2.051772 -2.102521
H: 3.687195 -1.226252 0.164744
H: 1.349244 -2.196758 -0.465256
H: 0.360964 -2.234726 -1.585925
O: 0.613079 -2.740594 -0.801942
H: 0.067036 -0.599191 1.492501
H: -0.376394 -1.673964 0.409607
O: -0.686981 -0.980954 1.017099
H: 0.545457 2.766852 0.715068
H: -0.748421 2.185127 0.059079
O: -0.199974 2.177429 0.867901
H: -2.967287 0.771917 0.720207
H: -1.907757 1.094046 1.736091
O: -2.852796 0.900133 1.660374
H: 1.853678 -0.531191 3.095712
H: 1.923477 0.101050 1.710129
O: 1.434016 0.132473 2.553359
H: -0.554563 -0.023560 -2.705569
H: 0.190466 -0.739921 -3.867887
O: 0.228422 -0.531624 -2.940895

Forces on atoms 1 to 2 (eV/Å):
S 0.191 -0.620 -0.445
S -0.053 0.078 -0.408

(2)
Here is a 7-piece molecular cluster, H14O6S2 overall from OMol25. Energies are from ωB97M-V with the def2-TZVPD basis set.

- ΔE to the lowest compared entry with this formula, charge and spin (eV) = 1.540
- LUMO energy (eV) = 0.26

Element x y z (Å)
S: -2.987895 -0.766591 -0.480324
S: -3.516916 -2.622941 0.240399
H: -2.330749 -0.063010 0.439876
H: -2.955333 -3.432390 -0.636705
O: 1.211831 1.984417 1.553324
H: 0.457071 2.372099 1.099171
H: 1.144577 1.015166 1.478776
O: -2.045843 0.660097 2.760523
H: -1.362993 1.244868 3.130090
H: -2.483641 0.330768 3.555842
O: -0.114185 -0.158391 -2.998434
H: -0.871161 -0.274263 -3.577556
H: 0.616985 0.179196 -3.526432
O: 1.880119 2.575348 -2.532147
H: 1.228650 3.277045 -2.572243
H: 1.720711 1.978845 -1.797096
O: 2.687542 -1.526838 0.169985
H: 3.505335 -2.035945 0.150974
H: 2.454003 -1.303811 -0.735085
O: 0.709380 -0.723517 1.413706
H: -0.138474 -1.168937 1.264414
H: 1.190988 -1.541216 1.598943

Forces on atoms 1 to 2 (eV/Å):
S -0.557 0.216 -1.487
S -0.481 0.476 1.190